30
Properties=species:S:1:pos:R:3:forces:R:3 method="wB97M-V/def2-TZVPD" homo_ev=-7.47 total_energy_ha=-522.1348 fmax_ev_per_a=5.7 smiles=Cc1c[nH]c2ccccc12.CCC e_lumo_ev=0.950 gap_ha=0.309
C 2.369 -1.423 3.460 1.8241 -1.9672 1.5131
C 2.332 -0.265 2.551 0.8204 1.8884 1.7957
C 3.159 0.845 2.858 -0.8827 -1.7129 -0.7331
N 2.927 1.860 1.966 -2.0777 1.2377 -1.0305
C 1.807 1.455 1.122 3.1535 -1.9148 4.3279
C 1.398 2.120 0.057 -2.0100 0.9717 -2.5170
C 0.479 1.391 -0.708 0.5257 0.5089 -2.9673
C 0.169 0.026 -0.554 0.0745 1.9318 0.3465
C 0.556 -0.567 0.624 0.8093 -0.8063 -0.0632
C 1.436 0.084 1.504 0.5262 2.4749 -1.4217
H 1.701 -2.261 3.348 -0.4530 -0.1693 -1.0827
H 2.158 -1.230 4.534 0.3225 0.6643 -0.5469
H 3.416 -1.895 3.451 -1.3754 0.5655 0.0451
H 3.996 0.842 3.576 -0.7413 0.2461 -0.4187
H 3.004 2.899 2.130 0.3119 -1.9824 0.0247
H 1.765 3.122 -0.256 -0.3481 -0.9012 0.3455
H 0.264 1.790 -1.732 -0.1448 -0.0466 1.0821
H -0.304 -0.452 -1.419 0.0493 -0.0746 0.9457
H 0.391 -1.613 0.698 -0.1974 -0.8533 0.4852
C -3.196 0.297 -1.589 -2.7202 -1.9977 1.4068
C -3.496 -0.463 -2.860 0.6565 0.0532 -2.1871
C -2.488 -1.626 -3.038 0.8749 -0.5080 -0.7224
H -2.381 0.883 -1.645 3.5373 1.3470 -0.4551
H -3.880 1.075 -1.272 -1.0760 -0.2736 -0.0914
H -3.084 -0.438 -0.731 -0.0534 0.9292 -0.8937
H -4.461 -0.949 -2.907 -0.5619 0.4120 0.2556
H -3.408 0.167 -3.858 -0.2696 -0.8059 2.2218
H -2.802 -2.645 -2.568 0.4659 1.8759 -0.8382
H -2.314 -1.729 -4.174 -0.1052 -0.3931 1.8609
H -1.513 -1.301 -2.568 -0.9353 -0.6997 -0.6875

***

34
Properties=species:S:1:pos:R:3:forces:R:3 method="wB97M-V/def2-TZVPD" homo_ev=-13.04 charge=+1 total_energy_ha=-802.4590 fmax_ev_per_a=1.0 smiles="CCCOC(=O)c1cc[nH+]cc1N(C)C(C)=O" e_lumo_ev=-5.018 gap_ha=0.295
C 4.005 -1.152 -0.521 0.0680 -0.2170 -0.3213
C 3.581 0.203 -1.074 0.0416 -0.0829 0.2840
C 2.861 1.097 -0.068 0.7496 -0.0052 -0.3324
O 1.425 1.173 -0.289 -0.2509 0.2824 0.6172
C 0.673 0.350 0.429 0.1489 -0.4138 -0.2664
O 1.002 -0.696 0.911 0.0662 0.2498 0.2131
C -0.722 0.899 0.619 0.1737 0.0890 -0.3473
C -0.853 2.257 0.902 -0.0497 0.0366 0.0476
C -2.089 2.796 1.139 -0.0118 0.1275 0.0430
N -3.165 1.999 1.082 -0.1031 -0.2109 -0.0959
C -3.080 0.697 0.780 -0.1121 0.0220 0.1645
C -1.863 0.092 0.535 -0.5798 -0.0317 0.0962
N -1.914 -1.288 0.238 0.9816 -0.2217 -0.1319
C -1.635 -2.164 1.395 -0.6468 0.0451 0.3337
C -1.267 -1.677 -0.984 0.1651 0.0957 -0.1207
C -1.779 -0.970 -2.213 -0.0698 0.1916 0.4614
O -0.429 -2.533 -1.014 -0.2923 -0.2096 0.0144
H 4.569 -1.041 0.404 -0.1041 0.0030 0.1115
H 3.164 -1.825 -0.368 -0.0742 0.0719 0.1959
H 4.673 -1.646 -1.227 -0.0014 0.0124 -0.0497
H 4.478 0.733 -1.395 -0.0319 0.0763 -0.0934
H 2.941 0.090 -1.948 0.0367 0.0185 -0.0986
H 3.066 0.795 0.958 -0.2453 -0.1827 0.0332
H 3.216 2.120 -0.171 -0.3037 0.1184 -0.1006
H 0.009 2.904 0.950 0.1096 -0.0696 -0.0726
H -2.245 3.840 1.361 -0.0894 0.0139 0.0422
H -4.087 2.383 1.247 0.0179 0.1171 0.0344
H -3.994 0.123 0.745 -0.0690 0.0500 -0.0317
H -0.862 -1.769 2.048 0.2194 -0.0656 -0.1439
H -2.555 -2.267 1.973 -0.0300 0.0527 0.0114
H -1.367 -3.148 1.031 0.1937 0.0400 -0.0642
H -2.843 -1.181 -2.314 -0.0061 -0.1069 -0.1397
H -1.696 0.111 -2.086 0.1036 0.0533 -0.1990
H -1.221 -1.307 -3.076 -0.0042 0.0505 -0.0947

***

31
Properties=species:S:1:pos:R:3:forces:R:3 method="wB97M-V/def2-TZVPD" homo_ev=-7.79 total_energy_ha=-597.3970 fmax_ev_per_a=4.4 smiles=CCc1c[nH]c2ccccc12.CCO e_lumo_ev=0.840 gap_ha=0.317
C 0.990 2.389 1.062 0.5898 0.1388 -0.6963
C 1.192 1.509 -0.239 -1.6317 0.1624 2.1006
C -0.187 1.171 -0.736 0.5361 -0.7429 -0.6804
C -0.621 1.396 -2.004 -1.0138 -0.0806 -0.9158
N -2.005 1.208 -2.106 1.2744 -0.7516 0.5293
C -2.435 0.674 -0.903 0.2370 1.1544 -1.3907
C -3.779 0.480 -0.569 0.0571 -0.7178 0.8677
C -4.034 0.190 0.752 0.4685 0.6580 0.4583
C -2.977 0.274 1.710 -0.8241 -0.8986 -0.7408
C -1.693 0.438 1.318 3.0065 -0.9717 -0.5160
C -1.310 0.617 -0.043 -2.6346 1.0410 0.8270
H 0.280 1.966 1.764 0.1894 -0.4620 -0.0097
H 0.539 3.350 0.832 0.2098 0.2969 -0.2749
H 1.949 2.540 1.575 -0.2447 0.0806 -0.1030
H 1.684 2.062 -1.030 0.5823 -0.1624 0.1395
H 1.706 0.625 0.156 0.3028 0.0406 -0.7391
H -0.086 1.533 -2.935 0.2095 0.5468 0.3145
H -2.513 1.221 -2.969 -0.0787 -0.0658 -0.0328
H -4.577 0.509 -1.301 0.1585 0.0161 -0.0628
H -5.025 -0.056 1.108 -0.0952 0.1212 -0.1055
H -3.170 0.041 2.731 -0.2313 -0.0739 0.5736
H -0.806 0.193 1.936 -1.0329 0.6377 0.4651
C 3.721 -2.407 -0.539 -0.6587 -1.3692 -2.2902
C 2.308 -2.743 0.049 3.0131 3.1446 0.8195
O 2.558 -2.804 1.463 -0.9803 -0.8641 0.1109
H 3.954 -3.174 -1.287 0.0900 -0.2824 0.0337
H 4.522 -2.509 0.170 0.0730 0.5354 0.5281
H 3.768 -1.531 -1.201 -0.0427 0.2806 0.8893
H 1.758 -1.806 -0.141 -0.7630 -0.9384 0.0179
H 1.933 -3.648 -0.344 -0.8089 -0.7162 -0.4200
H 2.357 -3.711 1.722 0.0427 0.2424 0.3031

***

33
Properties=species:S:1:pos:R:3:forces:R:3 method="wB97M-V/def2-TZVPD" homo_ev=-8.38 total_energy_ha=-747.5228 fmax_ev_per_a=17.3 e_lumo_ev=0.726 gap_ha=0.335
C -1.940 -3.180 -0.714 0.1302 2.8155 -4.8701
O -1.052 -2.285 -0.064 -1.7033 0.1989 1.5938
C -1.753 -1.437 0.875 -4.9712 -5.4044 0.3615
C -2.642 -0.395 0.256 1.3999 -2.3097 -0.9599
N -1.768 0.309 -0.605 -5.7416 9.8432 6.5582
C -1.579 1.669 -0.043 -1.0133 0.9864 -1.2813
O -2.265 2.270 0.869 3.1957 -3.1121 -4.1159
C -0.344 2.368 -0.965 -1.3198 2.9363 2.6294
O 0.569 1.407 -1.330 1.5089 -1.4688 1.0712
C 1.331 0.643 -0.262 -2.4733 3.1661 -2.4123
C 1.061 1.094 1.127 4.2537 -5.6693 -3.0708
C 1.733 0.230 1.916 1.5968 -2.2814 5.6688
C 2.745 -1.012 1.465 -7.6172 8.4932 6.0826
C 2.912 -0.944 0.254 1.2827 -2.1215 -9.3918
C 2.177 -0.303 -0.839 -1.7731 4.1590 16.7188
C 2.276 -0.536 -2.058 5.1090 -2.0088 -15.7856
H 3.197 -1.356 -2.334 -2.5031 2.2239 0.7997
H 1.391 -0.966 -2.523 -0.1023 0.3134 -0.4082
H 2.647 0.549 -2.749 -1.3372 -3.2184 1.7587
H 3.552 -1.739 -0.014 1.2742 -0.7141 -1.4893
H 3.233 -1.428 2.196 2.5159 -2.6239 3.5862
H 1.576 0.397 3.231 0.5608 -0.6234 -4.1794
H 0.422 1.751 1.532 -2.1804 2.5396 0.7052
H 0.062 3.186 -0.051 -0.7574 -1.8944 -3.0660
H -0.681 2.971 -2.015 0.6594 -1.7472 3.2845
H -1.048 0.028 -1.056 5.7436 -3.0911 -3.5069
H -3.151 0.057 1.063 0.2373 1.7973 0.7822
H -3.441 -0.576 -0.419 -1.0914 -2.0088 -0.1188
H -2.671 -2.209 1.587 2.7109 1.8336 -1.9126
H -1.109 -1.169 1.642 1.3782 1.2061 0.9637
H -2.699 -2.559 -1.500 1.8423 -1.4360 2.0719
H -2.568 -3.887 -0.262 -0.5601 -0.6086 1.9268
H -1.268 -3.712 -1.393 -0.2548 -0.1705 0.0057

***

36
Properties=species:S:1:pos:R:3:forces:R:3 method="wB97M-V/def2-TZVPD" homo_ev=-8.80 total_energy_ha=-1296.5642 fmax_ev_per_a=0.9 smiles="COCCCNS(=O)(=O)c1ccc2c(c1)OCCO2" e_lumo_ev=0.678 gap_ha=0.348
C -1.173 -2.404 0.225 0.0202 -0.0377 0.0506
O 0.009 -2.101 -0.465 0.1733 0.0192 -0.1814
C 1.119 -1.940 0.391 0.1319 0.0810 0.0064
C 2.337 -1.575 -0.452 -0.1739 -0.1950 0.3207
C 3.437 -0.918 0.377 0.0130 -0.4574 -0.5812
N 2.938 0.300 0.991 -0.1672 0.8739 -0.3256
S 2.640 1.588 -0.054 0.0814 -0.0583 0.4238
O 2.822 2.773 0.735 -0.1673 -0.0861 0.2272
O 3.401 1.443 -1.262 -0.2995 -0.2499 -0.0678
C 0.904 1.395 -0.418 0.5606 0.0124 0.0067
C 0.477 1.230 -1.721 0.0760 0.0287 -0.1177
C -0.869 1.050 -1.974 -0.1511 0.0534 0.2402
C -1.783 1.041 -0.926 0.1416 -0.0215 0.0150
C -1.341 1.251 0.389 0.1380 0.0825 -0.0849
C 0.015 1.421 0.635 -0.4225 -0.0216 0.0595
O -2.212 1.295 1.446 0.3747 -0.1119 -0.0009
C -3.553 1.494 1.053 -0.4055 -0.0853 -0.3750
C -3.906 0.552 -0.097 -0.1374 0.0532 0.5886
O -3.099 0.828 -1.221 0.3154 0.1166 -0.2210
H -1.415 -1.625 0.959 -0.0331 -0.0040 -0.0061
H -1.961 -2.467 -0.523 -0.0868 -0.0109 0.0685
H -1.095 -3.364 0.752 -0.0306 0.0190 -0.0129
H 0.919 -1.136 1.114 -0.0203 -0.1446 -0.0374
H 1.299 -2.871 0.954 -0.0014 0.0729 -0.0060
H 2.016 -0.883 -1.230 0.0130 -0.1106 -0.0972
H 2.734 -2.467 -0.938 0.0112 0.0310 -0.0889
H 4.288 -0.698 -0.280 -0.0260 -0.1559 0.1681
H 3.762 -1.591 1.174 0.0111 0.1152 0.0133
H 3.515 0.634 1.748 0.0477 0.2406 0.0934
H 1.205 1.237 -2.516 0.0408 -0.0440 -0.1450
H -1.240 0.900 -2.974 -0.0321 -0.0273 -0.1330
H 0.365 1.580 1.641 -0.0398 0.0106 0.2166
H -4.166 1.295 1.933 0.0026 0.0278 -0.1126
H -3.697 2.533 0.728 0.0055 -0.0846 0.0678
H -4.940 0.686 -0.418 0.0779 -0.0295 0.0833
H -3.752 -0.487 0.226 -0.0416 0.0977 -0.0551

***

31
Properties=species:S:1:pos:R:3:forces:R:3 method="wB97M-V/def2-TZVPD" homo_ev=-7.81 total_energy_ha=-920.3185 fmax_ev_per_a=4.1 smiles=Cc1c[nH]c2ccccc12.CCSC e_lumo_ev=0.742 gap_ha=0.314
C -2.512 0.594 -3.612 -0.3724 -0.5589 -2.6682
C -1.552 0.837 -2.518 -2.1156 -1.7465 2.5664
C -2.061 0.624 -1.240 -0.8176 -0.3426 1.7604
N -1.022 0.555 -0.253 -1.1994 0.8242 -3.8174
C 0.147 0.687 -0.967 0.3920 0.6759 -0.8581
C 1.433 0.940 -0.483 0.6516 -0.1267 2.5141
C 2.488 1.131 -1.366 -2.0770 -0.6027 -0.5325
C 2.145 1.014 -2.737 3.4513 -0.1135 -1.9299
C 0.892 0.892 -3.312 0.2433 -0.3052 1.7807
C -0.160 0.789 -2.368 1.4104 0.5129 -0.0692
H -2.421 -0.432 -4.113 0.3406 1.1901 0.7360
H -2.482 1.316 -4.479 -0.0169 -0.4997 0.9797
H -3.529 0.561 -3.212 0.1172 0.3588 -0.0795
H -3.169 0.430 -0.916 2.4393 0.4925 -0.7141
H -1.094 0.242 0.669 -0.3447 -0.4022 1.2483
H 1.557 0.946 0.675 0.1253 0.2191 -2.3857
H 3.515 1.294 -1.077 -0.0832 -0.0243 0.1398
H 3.112 0.952 -3.397 -2.1296 0.3732 0.8373
H 0.731 0.779 -4.379 0.0750 0.2278 0.1673
C 2.075 -1.210 2.996 0.8278 0.6304 1.1280
C 0.734 -0.653 2.684 -1.4803 -0.9837 -3.5365
S -0.431 -2.123 2.544 0.7728 1.3887 -0.1924
C -1.440 -1.590 3.874 0.6585 2.1157 3.4307
H 1.877 -2.064 3.664 0.6819 0.5985 0.2291
H 2.766 -0.436 3.395 -0.4023 -0.5944 0.1978
H 2.598 -1.622 2.157 -0.0479 -0.2227 -0.8221
H 0.229 0.017 3.309 -0.0980 0.6779 1.8131
H 0.579 -0.102 1.709 0.9697 -0.9321 0.9238
H -1.907 -0.575 3.815 -0.0440 -0.9766 -0.8338
H -2.129 -2.369 3.964 -1.6561 -0.8479 0.4650
H -0.969 -1.425 4.975 -0.2716 -1.0063 -2.4783

***

31
Properties=species:S:1:pos:R:3:forces:R:3 method="wB97M-V/def2-TZVPD" homo_ev=-7.98 total_energy_ha=-920.3839 fmax_ev_per_a=1.4 smiles=Cc1c[nH]c2ccccc12.CCSC e_lumo_ev=0.787 gap_ha=0.322
C -3.098 -3.268 0.383 -0.5130 -0.3371 -0.3386
C -2.556 -2.088 -0.356 -0.2978 0.2233 0.5250
C -2.339 -1.905 -1.679 0.1907 -0.2568 -0.6177
N -1.893 -0.621 -1.930 -0.2287 -0.0781 -0.2045
C -1.817 0.044 -0.748 0.0885 0.3457 0.4403
C -1.356 1.323 -0.463 1.2404 0.5475 0.3811
C -1.070 1.673 0.850 -0.8891 -0.6881 -0.5920
C -1.400 0.776 1.879 0.1628 -0.0400 0.1058
C -1.971 -0.451 1.604 -0.3155 -0.0118 -0.0351
C -2.202 -0.840 0.277 0.3870 0.0830 -0.0370
H -4.179 -3.417 0.247 0.1546 0.3080 -0.1498
H -2.979 -3.116 1.447 0.2777 -0.1730 0.2639
H -2.658 -4.217 0.076 0.2621 0.0743 0.1442
H -2.386 -2.620 -2.487 -0.1881 0.0464 0.0204
H -1.646 -0.222 -2.817 -0.0658 -0.1881 -0.0542
H -0.968 2.023 -1.192 -0.3700 -0.1798 -0.5068
H -0.638 2.648 0.989 0.1268 0.0923 0.4843
H -1.160 0.994 2.907 -0.0318 0.2454 0.1654
H -2.241 -1.113 2.419 0.1068 -0.0104 -0.0016
C 3.138 3.042 -0.425 0.5267 0.7987 0.0285
C 3.008 1.581 -0.817 -0.5865 -0.1794 0.6906
S 3.996 0.457 0.202 0.8588 0.1810 0.0484
C 2.801 -0.594 1.030 -0.2979 -0.7169 -0.3107
H 2.243 3.636 -0.633 -0.1161 -0.2902 -0.0944
H 3.948 3.574 -0.942 0.0005 -0.3271 0.0874
H 3.342 3.132 0.645 -0.0848 -0.0563 -0.0907
H 1.998 1.273 -0.569 -0.3179 -0.0831 -0.4248
H 3.223 1.371 -1.857 -0.0963 0.1266 -0.2262
H 2.752 -1.567 0.534 0.2321 -0.0339 0.1396
H 3.115 -0.735 2.066 -0.1861 0.0975 -0.1223
H 1.779 -0.232 0.964 -0.0301 0.4807 0.2818

***

30
Properties=species:S:1:pos:R:3:forces:R:3 method="wB97M-V/def2-TZVPD" homo_ev=-11.88 charge=+1 total_energy_ha=-542.2698 fmax_ev_per_a=5.7 e_lumo_ev=-6.352 gap_ha=0.203
C -2.577 1.569 0.669 -0.7559 -0.0219 1.3659
C -3.405 0.440 0.530 3.8953 0.5691 -1.4497
C -1.228 1.483 0.308 -2.1924 -3.0624 -1.7126
C -1.593 -0.776 -0.477 -0.2675 1.3793 -0.0113
C -2.938 -0.745 -0.055 0.9262 0.7531 0.4265
C -0.750 0.360 -0.416 -1.9791 0.0073 0.8809
C 2.073 1.240 0.445 0.9203 -4.0210 -3.9945
C 1.417 1.374 -0.927 0.3878 -0.3487 -0.5416
C 1.757 -1.183 0.641 2.1070 -0.3606 -2.5816
C 2.777 -0.155 0.425 -0.0635 -1.8091 1.8365
C -3.880 -1.911 -0.185 0.1518 0.6285 -2.6250
C 3.988 -0.542 -0.489 -3.0015 0.2878 0.2238
O 0.467 0.317 -1.106 -0.8806 0.3011 1.2534
H -3.065 2.478 1.226 1.4683 -1.6947 -1.2556
H -4.323 0.560 0.911 -3.5473 -0.0767 1.0708
H -0.613 2.236 0.487 2.5347 3.4980 0.6232
H -1.239 -1.657 -0.933 0.4621 -0.9531 -0.6806
H 2.708 2.002 0.545 2.7071 2.8915 0.8800
H 1.396 1.151 1.182 -2.5695 0.4478 2.5538
H 1.173 2.469 -0.954 -0.9727 -1.1313 -0.6688
H 2.037 1.083 -1.808 0.3424 1.0243 0.9662
H 1.696 -2.255 0.310 1.1083 0.9428 0.0478
H 0.865 -1.007 1.110 -2.0512 1.1824 1.7159
H 3.185 -0.251 1.522 -0.5391 0.0012 -0.6409
H -4.380 -1.837 -1.275 1.1438 -0.6219 2.4214
H -3.391 -2.873 0.028 -0.3565 0.2728 -0.3954
H -4.634 -1.697 0.524 -1.1095 -0.3556 0.6582
H 3.524 -0.814 -1.416 -0.1079 -0.3971 -0.7887
H 4.467 -1.424 -0.104 0.8201 0.1880 0.1963
H 4.485 0.364 -0.717 1.4189 0.4793 0.2261